1.
# C23H21Cl2F5GeIrN3O2S

A structure of composition C23H21Cl2F5GeIrN3O2S at a distorted geometry (wB97M-V/def2-TZVPD, OMol25).

Structure (XYZ):
```
59
Properties=species:S:1:pos:R:3:forces:R:3
Ir -0.6333 0.3428 0.1348 0.7 -0.2 0.4
N 0.5458 -1.2111 1.3575 -0.1 0.4 0.1
N 1.6349 -0.5128 1.9196 0.2 0.2 -0.2
C 1.4267 0.7639 2.2581 -0.1 -0.3 0.2
N 2.4299 1.4900 2.7063 0.0 0.1 -0.1
S -0.1724 1.4098 2.2423 -0.4 0.3 -0.2
H 0.0900 -1.7875 2.0665 0.1 -0.1 -0.1
H 0.8709 -1.7916 0.5885 0.1 -0.1 0.1
H 2.5644 -0.8725 1.7472 0.0 0.0 0.0
H 3.3810 1.1536 2.7065 0.0 0.0 0.1
H 2.2741 2.4699 2.8837 0.0 0.0 0.0
F -0.5286 2.6189 -1.6024 0.0 0.0 0.1
C -1.3443 1.5803 -1.3230 -0.6 0.0 -0.2
F -1.3413 0.7546 -2.4294 0.0 0.3 0.0
C -2.7678 2.1922 -1.2885 0.3 0.1 -0.1
F -2.9409 2.9816 -2.3441 -0.1 0.0 0.0
F -3.7015 1.2441 -1.3159 0.0 -0.1 0.1
F -2.9208 2.9309 -0.1811 0.0 0.0 0.0
C -0.5769 -5.0717 2.4842 0.0 0.0 0.0
C -0.4341 -5.0688 1.1037 0.0 0.0 0.1
C -0.9547 -4.0216 0.3539 -0.1 0.1 0.0
C -1.6324 -2.9651 0.9709 0.5 -0.4 0.0
C -1.7549 -2.9772 2.3651 -0.2 -0.1 0.0
C -1.2365 -4.0241 3.1158 0.0 0.0 0.0
Ge -2.2845 -1.4552 -0.0535 -1.0 -0.2 0.7
C -3.7714 -0.7889 1.0070 -0.2 0.2 0.1
C -3.7186 0.4721 1.5921 0.1 0.2 0.0
C -4.7410 0.9644 2.3895 -0.1 -0.2 0.0
C -5.8572 0.1723 2.6143 0.0 0.0 0.0
C -5.9362 -1.0913 2.0453 0.0 0.0 0.0
C -4.9004 -1.5717 1.2578 0.1 -0.1 -0.1
C -2.7169 -1.9808 -1.8429 0.1 0.1 -0.4
C -1.7294 -2.2842 -2.7826 0.0 0.0 0.1
C -2.0795 -2.7245 -4.0489 0.0 0.0 0.0
C -3.4185 -2.8585 -4.3905 0.0 0.0 0.0
C -4.4058 -2.5415 -3.4697 0.0 0.0 0.0
C -4.0595 -2.1004 -2.2000 0.0 0.1 0.0
H -0.1863 -5.8955 3.0672 0.0 0.0 0.0
H 0.0782 -5.8845 0.6103 0.0 0.0 0.0
H -0.8556 -4.0445 -0.7266 0.0 0.0 0.0
H -2.2781 -2.1711 2.8700 0.0 0.0 0.0
H -1.3507 -4.0259 4.1921 0.0 0.0 0.0
H -2.8696 1.1285 1.4133 0.0 0.0 0.0
H -4.6755 1.9550 2.8195 0.0 0.0 0.0
H -6.6631 0.5372 3.2373 0.0 0.0 0.0
H -6.8089 -1.7071 2.2197 0.0 0.0 0.0
H -4.9714 -2.5738 0.8480 0.0 0.0 0.0
H -0.6795 -2.1623 -2.5361 0.0 0.0 0.0
H -1.3094 -2.9589 -4.7722 0.0 0.0 0.0
H -3.6926 -3.2076 -5.3772 0.0 0.0 0.0
H -5.4492 -2.6350 -3.7402 0.0 0.0 0.0
H -4.8423 -1.8387 -1.4988 0.0 0.0 0.0
Cl 2.7088 -0.8885 -3.1974 0.0 0.0 0.0
C 2.9227 0.2645 -1.9024 0.1 -0.1 0.0
Cl 4.1033 -0.3338 -0.6806 -0.1 0.0 -0.1
C 1.6573 0.5609 -1.1311 -0.6 0.1 0.2
O 1.5231 1.6012 -0.5060 0.6 -0.4 -0.1
O 0.7346 -0.3784 -1.0943 0.6 0.1 -0.6
H 3.3221 1.1908 -2.3002 0.0 0.0 0.0
```
Positions in Å, forces in eV/Å.

Values from the calculation:
**Spin multiplicity**: 2
**HOMO (spin up / spin down)**: -11.80 / -11.80 eV
**Total charge**: +1
**E_tot**: -5202.720750 a.u.
**LUMO (spin up / spin down)**: -4.521 / -5.336 eV
**Relative energy (zero: lowest compared OMol25 entry of this formula, charge and spin)**: 23.4 kcal/mol
**M**: 834.23 g mol⁻¹

These are the natural (NBO) partial charges, in e, on atoms 1 to 5:
1 Ir 0.760
2 N -0.644
3 N -0.439
4 C 0.360
5 N -0.723

---

2.
# C23H21Cl2N3O7Pd

A structure of composition C23H21Cl2N3O7Pd (wB97M-V/def2-TZVPD, OMol25).

Structure (XYZ):
```
57
Properties=species:S:1:pos:R:3:forces:R:3
Pd 0.0402 1.6046 -1.9221 0.0 -0.1 -0.1
O -2.3233 -3.3482 -3.5686 0.0 0.0 0.0
C -1.3095 -3.5864 -2.7527 0.0 0.0 0.0
O -0.9978 -4.6980 -2.4091 0.0 0.0 0.0
C -0.5454 -2.4057 -2.2596 0.0 0.0 0.0
C 0.5366 -2.4913 -1.4038 0.0 0.0 0.0
N 0.9679 -1.2467 -1.1603 0.0 0.0 0.0
N 0.2201 -0.3595 -1.8102 -0.1 -0.1 -0.1
C -0.7014 -1.0302 -2.4867 0.0 0.0 0.0
C -1.6493 -0.1887 -3.2869 0.0 -0.1 0.0
O -2.5283 -0.7188 -3.9520 0.0 0.0 0.0
O -1.4395 1.0787 -3.1934 0.0 0.1 0.0
H -2.4518 -2.3795 -3.7552 0.0 0.0 0.0
H 1.0075 -3.3530 -0.9643 0.0 0.0 0.0
H 1.7296 -0.9442 -0.5598 0.0 0.0 0.0
Cl -1.9403 -1.1348 1.0209 0.0 0.0 0.0
C -1.5360 -1.9231 2.5134 0.0 0.0 0.0
C -2.4160 -2.8517 3.0416 0.0 0.0 0.0
C -2.0868 -3.5062 4.2165 0.0 0.0 0.0
C -0.8931 -3.2243 4.8606 0.0 0.0 0.0
C -0.0358 -2.2768 4.3289 0.0 0.0 0.0
Cl 1.4370 -1.9148 5.1651 0.0 0.0 0.0
C -0.3279 -1.6033 3.1401 -0.1 0.0 0.0
N 0.5418 -0.6380 2.6127 0.1 0.0 0.0
C 1.7307 -1.0132 1.9823 0.0 -0.1 0.0
C 2.0868 -2.3553 1.8239 0.0 0.0 0.0
C 3.2434 -2.7092 1.1468 0.0 0.0 0.0
C 4.0656 -1.7329 0.6034 0.0 0.0 0.0
C 3.7239 -0.3977 0.7725 0.0 0.0 0.0
C 2.5798 -0.0173 1.4653 0.0 0.0 0.0
C 2.2230 1.4461 1.5974 0.0 0.0 -0.1
C 1.1175 1.7259 0.5913 0.1 0.1 0.0
O 1.5275 1.9265 -0.6187 -0.1 0.0 0.0
O -0.0648 1.6483 0.9192 -0.1 0.0 0.1
H -3.3389 -3.0623 2.5203 0.0 0.0 0.0
H -2.7634 -4.2398 4.6329 0.0 0.0 0.0
H -0.6238 -3.7229 5.7809 0.0 0.0 0.0
H 0.0815 0.1634 2.1864 0.0 0.0 0.0
H 1.4405 -3.1281 2.2191 0.0 0.0 0.0
H 3.4929 -3.7569 1.0367 0.0 0.0 0.0
H 4.9651 -2.0024 0.0671 0.0 0.0 0.0
H 4.3579 0.3781 0.3602 0.0 0.0 0.0
H 3.0948 2.0580 1.3764 0.0 0.0 0.0
H 1.8589 1.6671 2.6006 0.0 0.0 0.0
C -1.7528 5.3113 -2.9339 0.0 0.0 0.0
C -2.1419 4.9596 -1.4981 0.0 0.0 0.0
C -0.8765 4.3113 -0.9760 0.1 0.0 0.0
O -0.3075 3.6270 -2.1369 0.0 0.0 0.0
C -0.9573 4.0908 -3.3588 0.0 0.0 0.0
H -1.1291 6.2066 -2.9515 0.0 0.0 0.0
H -2.6108 5.4752 -3.5830 0.0 0.0 0.0
H -2.9657 4.2445 -1.4892 0.0 0.0 0.0
H -2.4271 5.8279 -0.9069 0.0 0.0 0.0
H -1.0224 3.5745 -0.1912 0.0 0.0 0.0
H -0.1409 5.0492 -0.6502 0.0 0.0 0.0
H -1.5976 3.2897 -3.7246 0.0 0.0 0.0
H -0.1679 4.2967 -4.0787 0.0 0.0 0.0
```
Positions in Å, forces in eV/Å.

Values from the calculation:
**Spin multiplicity**: 1
**HOMO**: -8.41 eV
**Total charge**: 0
**E_tot**: -2628.374939 a.u.
**LUMO**: -0.154 eV
**Relative energy (zero: lowest compared OMol25 entry of this formula, charge and spin)**: 0.0 kcal/mol
**M**: 628.76 g mol⁻¹

These are the natural (NBO) partial charges, in e, on atoms 1 to 5:
1 Pd 1.028
2 O -0.671
3 C 0.783
4 O -0.583
5 C -0.246

---

3.
# C23H21Cl2O5Zn

A structure of composition C23H21Cl2O5Zn at a distorted geometry (wB97M-V/def2-TZVPD, OMol25).

Structure (XYZ):
```
52
Properties=species:S:1:pos:R:3:forces:R:3
C -5.4273 -2.6774 1.3671 -0.1 0.9 0.4
O -5.4533 -1.3658 1.9802 -0.3 -0.9 -0.3
C -4.2918 -0.6659 2.0347 1.4 0.7 -0.2
C -4.2674 0.5375 2.7804 0.0 -1.0 -0.2
C -3.0730 1.2220 2.9706 0.1 0.1 -0.6
C -1.9426 0.9295 2.1757 0.2 0.1 0.4
C -0.6292 1.7720 2.1740 -0.4 -1.2 -0.9
C 0.5388 0.8482 2.1122 1.3 -0.4 0.9
C 1.7939 1.2939 1.6597 -1.5 -0.4 0.2
O 1.9755 2.3964 1.1018 1.0 0.5 -0.7
O 2.8733 0.4877 1.8996 0.4 -1.0 -0.1
C 2.5476 -0.9301 2.0396 -0.5 0.7 0.5
C 2.0439 -1.4397 0.7012 -0.1 -0.1 -0.3
C 3.7693 -1.7059 2.5411 -0.4 0.5 -0.2
O 1.5709 -1.0786 3.0902 0.6 -0.2 -0.1
C 0.6134 -0.1069 3.2046 -0.2 0.6 -0.1
O -0.0621 -0.0758 4.2214 0.2 -0.5 -0.6
C -1.9921 -0.2261 1.3978 -0.1 0.1 -0.1
C -3.1081 -1.0647 1.3766 -0.6 0.5 0.3
H -6.4683 -2.9966 1.4305 0.2 -0.2 -0.1
H -5.0943 -2.6404 0.3204 -0.2 0.1 0.2
H -4.7779 -3.3688 1.9237 -0.1 0.2 -0.1
H -5.1912 0.9037 3.2173 0.1 -0.2 0.2
H -3.0634 2.0164 3.7280 0.0 -0.2 -0.6
H -0.5946 2.3543 1.2430 -0.2 0.0 0.2
H 1.1807 -0.8554 0.3467 0.4 -0.3 0.2
H 2.8696 -1.3430 -0.0127 -0.2 -0.1 0.0
H 1.7631 -2.4967 0.7796 0.0 0.2 0.0
H 4.0251 -1.3743 3.5492 0.0 0.0 -0.2
H 3.5170 -2.7696 2.5728 0.0 0.2 0.0
H 4.6091 -1.5579 1.8639 0.0 0.0 0.0
H -1.1168 -0.4875 0.7937 -0.3 0.0 0.3
H -3.0505 -1.9960 0.8282 -0.1 0.1 0.0
Cl 5.1140 4.2325 0.6746 0.2 0.0 0.1
Zn 3.3252 3.4327 -0.1906 -0.9 -0.5 0.8
Cl 2.1012 3.6940 -1.9424 0.0 0.0 -0.3
C 0.8975 4.4053 4.1423 0.6 -1.0 -0.6
C 0.8048 3.0505 3.9761 -0.6 1.1 0.3
C -0.5532 2.6937 3.3541 0.2 1.3 0.7
C -1.1118 4.0579 3.0170 -0.1 -0.3 0.5
C -0.2359 5.0589 3.4784 -1.0 0.2 -0.7
C -0.5731 6.3919 3.1886 0.1 -0.3 0.5
C -1.8499 6.6817 2.6865 -0.1 -0.2 0.1
C -2.7499 5.6661 2.3329 0.7 -0.3 -0.1
C -2.3170 4.3276 2.3815 -0.2 0.4 0.3
H 1.7132 4.9795 4.6009 -0.3 -0.5 -0.2
H 1.4725 2.2655 4.3421 -0.2 0.5 -0.1
H -1.1295 2.2228 4.1671 0.2 0.2 0.0
H 0.1362 7.1912 3.4077 -0.3 -0.1 0.0
H -2.1594 7.7217 2.5880 0.1 -0.2 0.0
H -3.7614 5.9049 2.0129 0.2 0.0 -0.2
H -2.9168 3.4977 1.9847 0.1 0.6 0.3
```
Positions in Å, forces in eV/Å.

Values from the calculation:
**Spin multiplicity**: 1
**HOMO**: -4.97 eV
**Total charge**: -1
**E_tot**: -3965.157464 a.u.
**LUMO**: 2.554 eV
**Relative energy (zero: lowest compared OMol25 entry of this formula, charge and spin)**: 0.0 kcal/mol
**M**: 513.71 g mol⁻¹

These are the natural (NBO) partial charges, in e, on atoms 1 to 5:
1 C -0.254
2 O -0.507
3 C 0.296
4 C -0.271
5 C -0.196